No. 1
C30H27BInN7O14 | wB97M-V/def2-TZVPD

```
80
Properties=species:S:1:pos:R:3:lowdin_charge:R:1
In 4.0546 -23.0449 -0.6138 0.994
O 4.2311 -20.7765 8.3776 0.118
C 4.8462 -21.2780 7.4360 -0.360
O 4.6949 -20.9441 6.1797 0.214
B 5.6815 -21.6485 5.3004 -0.793
O 6.2921 -22.6032 6.2794 0.251
C 5.8776 -22.4234 7.4703 -0.382
O 6.1987 -23.0713 8.4734 0.113
O 6.6956 -20.7259 4.7177 0.218
C 6.6628 -20.8698 3.3767 -0.298
O 7.2629 -20.1847 2.5555 0.133
C 5.6424 -22.0022 3.0113 -0.359
O 5.0819 -22.3916 4.1564 0.231
O 5.4815 -22.3572 1.8884 0.001
C 7.0176 -26.0361 6.0212 -0.042
C 7.4541 -25.3738 4.7346 -0.254
N 7.7961 -24.8931 3.7560 0.131
H 6.1014 -25.5532 6.3610 0.061
H 7.7693 -25.8905 6.7971 0.082
H 6.8523 -27.0846 5.7735 0.083
C 3.2167 -24.5951 8.9376 -0.064
C 2.4650 -25.5026 8.0267 -0.251
N 1.9033 -26.1901 7.2437 0.144
H 2.6224 -24.4086 9.8321 0.086
H 3.4456 -23.6515 8.4424 0.049
H 4.1060 -25.1070 9.3052 0.066
C 8.7935 -20.4707 -0.0502 -0.048
C 7.3716 -20.6755 -0.3784 -0.230
N 6.2344 -20.8063 -0.5800 0.095
H 9.4263 -21.2236 -0.5202 0.090
H 9.0713 -20.5515 1.0007 0.073
H 9.0956 -19.5013 -0.4466 0.093
C 1.7520 -22.8342 5.7086 -0.053
C 0.2656 -22.8159 5.8294 -0.259
N -0.8797 -22.7833 5.9063 0.136
H 2.1917 -23.3991 6.5305 0.033
H 2.2447 -21.8713 5.5738 0.069
H 1.9256 -23.4903 4.8556 0.084
C 2.0606 -16.8649 11.4675 0.002
C 2.6972 -17.6877 10.5067 0.005
C 1.9967 -18.3270 9.4744 0.029
C 0.6278 -18.1674 9.4261 -0.109
C -0.0226 -17.4523 10.4364 0.062
C 0.6699 -16.7803 11.4018 -0.027
N -0.0563 -18.6872 8.2608 -0.317
O 0.5415 -19.3593 7.4146 0.082
O -1.2258 -18.3928 8.0456 0.135
H 2.5745 -16.2567 12.1972 0.124
H 3.7399 -17.8637 10.7264 0.117
H 2.5304 -18.9600 8.7810 0.100
H -1.0959 -17.3545 10.5072 0.144
H 0.0965 -16.2696 12.1612 0.130
C 6.3326 -22.6449 11.9180 -0.014
C 6.1988 -24.0643 11.8366 0.053
C 6.2854 -24.8184 13.0442 0.098
C 6.5902 -24.2168 14.2612 -0.120
C 6.7245 -22.8573 14.3324 0.087
C 6.5323 -22.0586 13.1646 0.026
N 6.7680 -24.9830 15.4949 -0.340
O 6.4912 -26.1604 15.3983 0.126
O 7.2007 -24.4117 16.4786 0.125
H 6.2254 -22.1604 10.9587 0.101
H 6.0525 -24.4718 10.8472 0.105
H 6.1433 -25.8827 12.9287 0.138
H 6.9985 -22.3687 15.2557 0.141
H 6.5767 -20.9814 13.2273 0.122
C 6.4819 -16.6618 6.7622 0.005
C 5.0922 -16.8620 7.0173 0.024
C 4.2197 -17.3043 6.0054 0.065
C 4.7103 -17.5935 4.7149 -0.096
C 6.0753 -17.4439 4.4931 0.074
C 6.9805 -17.0466 5.5024 0.030
N 3.8052 -17.8780 3.5701 -0.274
O 2.6851 -18.3926 3.8486 0.086
O 4.2349 -17.6925 2.3934 0.094
H 7.0569 -16.4186 7.6435 0.118
H 4.6487 -16.7895 7.9993 0.109
H 3.2067 -17.4802 6.3359 0.126
H 6.5101 -17.7889 3.5666 0.125
H 8.0510 -17.1331 5.3888 0.131
```

Results
spin multiplicity: 1
DFT total energy: -2810.0553 Ha
charge: +2
largest force on an atom: 4.15 eV/Å

No. 2
C38H32AuN5O2P2Se2 | wB97M-V/def2-TZVPD

```
82
Properties=species:S:1:pos:R:3:lowdin_charge:R:1
Au -0.0038 -0.2890 -0.0929 1.053
C 3.7317 0.7597 -1.7873 -0.013
C 2.3542 0.9477 -1.2142 -0.433
O 1.6516 -0.1401 -1.2094 -0.215
C 1.9786 2.1920 -0.7595 -0.022
C 0.8116 2.5442 -0.0396 -0.301
C 0.6749 3.9262 0.5194 -0.016
N -0.1265 1.6827 0.2421 -0.114
N -1.1946 2.0509 1.0271 0.111
C -1.8796 1.0252 1.4127 -0.433
O -1.7283 -0.1892 0.9104 -0.239
C -2.8958 1.1725 2.4730 -0.165
C -2.6369 1.9987 3.5612 -0.021
C -3.5514 2.0706 4.6010 -0.073
C -4.7307 1.3432 4.5411 -0.075
C -4.9940 0.5269 3.4483 -0.087
C -4.0700 0.4249 2.4222 -0.045
H 3.7429 -0.1047 -2.4471 0.084
H 4.4328 0.5802 -0.9701 0.096
H 4.0576 1.6456 -2.3289 0.084
H 2.7111 2.9765 -0.8785 0.106
H 1.5032 4.5494 0.1932 0.078
H 0.6702 3.8569 1.6083 0.094
H -0.2720 4.3728 0.2212 0.087
H -1.6998 2.5364 3.6091 0.112
H -3.3269 2.6744 5.4693 0.104
H -5.4398 1.3987 5.3572 0.105
H -5.9152 -0.0402 3.4066 0.103
H -4.2497 -0.2255 1.5753 0.116
Se -1.1773 0.0792 7.3385 0.268
P -0.7438 -1.4248 5.9449 0.493
C -2.2167 -2.3978 5.5551 -0.348
C -2.8305 -3.1165 6.5843 -0.107
C -4.0403 -3.7491 6.3672 -0.073
C -4.6661 -3.6451 5.1291 -0.080
C -4.0761 -2.9083 4.1176 -0.091
C -2.8514 -2.2853 4.3260 -0.085
C 0.5384 -2.5626 6.5616 -0.344
C 1.7755 -1.9835 6.8551 -0.109
C 2.8205 -2.7672 7.3119 -0.083
C 2.6414 -4.1356 7.4881 -0.083
C 1.4121 -4.7117 7.2118 -0.081
C 0.3605 -3.9265 6.7506 -0.108
C -0.0042 -0.8675 4.3893 -0.431
C 0.3306 -1.3945 3.1311 -0.461
N 1.0125 -0.4255 2.4799 -0.079
N 1.0668 0.6352 3.2566 -0.052
N 0.4703 0.3919 4.4068 -0.012
P 0.4384 -2.9132 2.2076 0.761
Se -0.1465 -2.7394 0.0778 0.506
C -0.5611 -4.2721 2.8522 -0.340
C -0.0714 -5.0343 3.9106 -0.082
C -0.8256 -6.0782 4.4210 -0.071
C -2.0581 -6.3836 3.8622 -0.059
C -2.5381 -5.6406 2.7944 -0.073
C -1.7986 -4.5820 2.2937 -0.126
C 2.1600 -3.4426 2.3514 -0.340
C 2.8234 -4.0489 1.2913 -0.092
C 4.1367 -4.4672 1.4495 -0.072
C 4.7869 -4.2791 2.6600 -0.072
C 4.1287 -3.6630 3.7161 -0.060
C 2.8202 -3.2359 3.5624 -0.075
H -2.3748 -3.1446 7.5669 0.108
H -4.5087 -4.3050 7.1692 0.105
H -5.6213 -4.1275 4.9629 0.104
H -4.5689 -2.8048 3.1590 0.109
H -2.4138 -1.6853 3.5367 0.093
H 1.9073 -0.9151 6.7239 0.105
H 3.7753 -2.3093 7.5372 0.107
H 3.4582 -4.7478 7.8491 0.104
H 1.2645 -5.7746 7.3579 0.104
H -0.5929 -4.3875 6.5294 0.082
H 0.8995 -4.8233 4.3373 0.093
H -0.4425 -6.6601 5.2497 0.109
H -2.6432 -7.2037 4.2581 0.109
H -3.4986 -5.8762 2.3553 0.112
H -2.1880 -3.9910 1.4756 0.064
H 2.3194 -4.1829 0.3432 0.066
H 4.6524 -4.9342 0.6209 0.106
H 5.8130 -4.6029 2.7779 0.106
H 4.6323 -3.5001 4.6599 0.105
H 2.3267 -2.7255 4.3810 0.091
```

Results
spin multiplicity: 1
DFT total energy: -7512.7634 Ha
largest force on an atom: 0.84 eV/Å
energy relative to the best compared isomer or geometry (same formula, charge and spin): 0.000 eV

No. 3
C2H9N2OP3 | wB97M-V/def2-TZVPD

```
17
Properties=species:S:1:pos:R:3:lowdin_charge:R:1
C 0.4285 1.3241 0.6194 -0.759
C -1.2326 -0.0797 1.4431 -0.193
N -0.1910 0.2128 0.5519 -0.104
N -0.0434 -1.0767 -2.5897 -0.337
O 1.3561 1.6463 -0.2945 -0.081
P 0.1700 2.6325 1.9006 0.873
P 0.9169 -3.4869 -1.1884 0.294
P 1.1004 -1.4976 -1.4476 0.392
H -1.3895 0.7641 2.1581 0.021
H -0.8979 -1.0733 1.8045 0.088
H -2.2998 -0.1723 1.0486 0.096
H -0.4420 -1.5616 -3.3742 0.028
H -0.5583 -0.2230 -2.5131 0.010
H 1.3819 0.8421 -0.9826 0.056
H 1.2694 3.4757 1.5756 -0.099
H 0.9324 1.7029 2.6973 -0.055
H -0.5010 -3.4294 -1.4090 -0.230
```

Results
spin multiplicity: 1
DFT total energy: -1290.3195 Ha
largest force on an atom: 2.89 eV/Å
energy relative to the best compared isomer or geometry (same formula, charge and spin): 3.103 eV

No. 4
C35H62Cl6N3O3 | wB97M-V/def2-TZVPD

```
109
Properties=species:S:1:pos:R:3:lowdin_charge:R:1
C -2.3804 6.1250 -0.7462 -0.116
C -1.4611 5.6777 0.4110 -0.232
C -0.2673 4.7753 0.0197 -0.205
C -0.2291 3.4889 0.8599 -0.189
C -1.2655 2.4236 0.4379 -0.113
C -0.7957 1.2886 -0.4897 -0.189
N 0.4377 1.7038 -1.2334 0.173
C 1.0152 0.6465 -2.1702 -0.242
N 0.9195 1.1131 -3.5260 0.138
C 1.7472 1.9747 -3.9691 -0.347
C 2.9116 2.5359 -3.1918 -0.011
C 1.5554 2.4289 -5.3915 -0.012
C 0.2173 -0.6471 -2.0378 -0.267
C 0.9619 -1.7611 -2.8024 -0.095
C 1.2093 -3.0634 -2.0381 -0.148
C 2.3043 -3.0754 -0.9714 -0.245
O 3.4847 -2.3771 -1.3408 -0.066
O 0.0476 -1.0098 -0.6868 -0.036
C -0.6631 -0.1065 0.1706 -0.350
C 0.1441 -0.0928 1.4794 -0.059
C 1.6082 0.3492 1.3111 -0.067
C 2.5914 -0.5592 2.0247 -0.455
O 2.3444 -1.1465 3.0407 0.095
N 3.8384 -0.6694 1.3611 0.104
C 4.4959 0.6061 1.1656 -0.262
C 4.7474 1.0460 -0.1280 -0.034
C 5.3388 2.2879 -0.3378 -0.079
C 5.6807 3.0878 0.7465 -0.075
C 5.4479 2.6350 2.0402 -0.061
C 4.8560 1.3953 2.2514 -0.011
C -2.1078 -0.6230 0.4110 -0.262
C -2.8533 -0.9273 -0.8979 -0.026
C -2.2008 -1.8518 1.3355 -0.146
C -1.6912 -3.1911 0.7668 -0.238
C -0.4916 -3.7841 1.5057 -0.104
H -2.5779 7.1938 -0.7075 0.072
H -1.9079 5.9011 -1.7000 0.038
H -3.3351 5.6041 -0.6819 0.063
H -2.0611 5.1731 1.1702 0.103
H -1.0715 6.5749 0.8917 0.105
H -0.3021 4.5585 -1.0512 0.075
H 0.6505 5.3182 0.2507 0.111
H -0.4771 3.7964 1.8769 0.120
H 0.7881 3.0958 0.9305 0.087
H -2.0558 2.9459 -0.1018 0.084
H -1.7311 2.0349 1.3399 0.116
H -1.5492 1.1818 -1.2662 0.096
H 1.1612 2.0307 -0.5953 0.133
H 0.1879 2.5035 -1.8209 0.138
H 2.0396 0.4419 -1.8387 0.141
H 3.6463 1.7373 -3.0481 0.092
H 3.4117 3.3276 -3.7415 0.086
H 2.6485 2.8953 -2.1974 0.074
H 1.7737 1.5987 -6.0627 0.096
H 2.2294 3.2435 -5.6461 0.076
H 0.5263 2.7496 -5.5339 0.086
H -0.7341 -0.4617 -2.5474 0.144
H 0.3664 -2.0198 -3.6757 0.123
H 1.9246 -1.3822 -3.1479 0.111
H 0.2960 -3.4128 -1.5540 0.101
H 1.4610 -3.8109 -2.7938 0.119
H 2.5586 -4.1200 -0.7791 0.122
H 1.9129 -2.6738 -0.0324 0.094
H 3.5747 -1.6322 -0.7358 0.028
H 0.1647 -1.1062 1.8674 0.088
H -0.3475 0.5093 2.2423 0.138
H 1.7575 1.3388 1.7527 0.125
H 1.9162 0.3467 0.2727 0.089
H 4.4134 -1.2961 1.9204 0.154
H 4.5036 0.4116 -0.9716 0.101
H 5.5458 2.6247 -1.3453 0.102
H 6.1349 4.0573 0.5972 0.107
H 5.7332 3.2508 2.8813 0.110
H 4.6702 1.0341 3.2557 0.127
H -2.6781 0.1711 0.9030 0.140
H -2.3089 -1.6164 -1.5374 0.080
H -3.0844 -0.0252 -1.4703 0.075
H -3.8151 -1.3775 -0.6528 0.097
H -3.2648 -1.9643 1.5592 0.107
H -1.7224 -1.6691 2.2982 0.108
H -1.4411 -3.1208 -0.2904 0.081
H -2.4951 -3.9228 0.8381 0.023
H -0.7639 -4.1679 2.4881 0.033
H 0.3276 -3.0749 1.6336 0.045
H -0.0882 -4.6257 0.9378 0.066
Cl -4.5673 1.7993 -4.9266 0.555
C -4.9578 3.1753 -3.8677 -0.658
C -3.7864 4.1065 -3.7033 -0.609
Cl -2.4562 3.3289 -2.7887 0.615
H -5.2848 2.7762 -2.9111 0.070
H -5.7834 3.7173 -4.3252 0.080
H -4.0808 4.9893 -3.1379 0.072
H -3.3793 4.4170 -4.6611 0.075
Cl -2.2641 -7.0021 0.9129 0.568
C -3.3581 -7.0253 2.3203 -0.663
C -4.7607 -6.6152 1.9543 -0.634
Cl -4.8019 -4.8950 1.4810 0.573
H -2.9485 -6.3524 3.0695 -0.011
H -3.3558 -8.0397 2.7149 0.078
H -5.4152 -6.7339 2.8155 0.076
H -5.1533 -7.1967 1.1249 0.070
Cl 0.5288 -2.8459 5.1703 0.570
C -0.2042 -3.7397 6.5270 -0.658
C -0.2466 -5.2266 6.2883 -0.638
Cl -1.3776 -5.6676 4.9777 0.585
H -1.2025 -3.3390 6.6822 0.067
H 0.4000 -3.5352 7.4089 0.074
H -0.5963 -5.7277 7.1889 0.075
H 0.7304 -5.6193 6.0210 0.071
```

Results
spin multiplicity: 1
DFT total energy: -4521.7652 Ha
charge: +1
largest force on an atom: 0.66 eV/Å